Record 1
Density functional theory data (ωB97M-V/def2-TZVPD) for an isolated ion of composition C7H14N2O2 and charge +2.

## Properties
Lowest unoccupied orbital energy = -6.71 eV
Energy above the lowest of the compared OMol25 structures with the same formula, charge and spin = 0.0 kJ/mol
Molecular weight = 158.2 g/mol
E_HOMO = -0.672 Ha
SMILES string = [NH3+][C@]12C[C@H](O)[NH2+][C@@]3(CO3)[C@H]1C2
Frontier orbital gap = 0.4249 Ha

The geometry in ORCA input format:
```
! wB97M-V def2-TZVPD RIJCOSX def2/J DEFGRID3
* xyz 2 1
N -2.4384 -0.2610 -0.8851
C -1.2352 -0.4129 -0.0526
C -1.0695 0.8205 0.8453
C 0.0098 1.6317 0.2894
O 0.0049 1.6917 -1.1110
N 1.3439 1.0107 0.7400
C 1.5817 -0.2291 -0.0127
C 2.6121 -1.1972 0.1445
O 2.6071 -0.1222 -0.9127
C 0.0676 -0.9429 -0.6167
C -0.7570 -1.7697 0.3522
H -3.3839 -0.0114 -0.3734
H -2.6834 -1.1318 -1.3577
H -2.3276 0.3579 -1.7047
H -0.9242 0.4828 1.7631
H -1.9974 1.4076 0.8563
H 0.0778 2.5305 0.8351
H 0.0115 2.6330 -1.3525
H 2.0975 1.6611 0.4484
H 1.4829 0.9396 1.7618
H 3.5030 -1.0563 0.8169
H 2.5831 -2.1594 -0.2805
H 0.2128 -1.2059 -1.6315
H -1.1767 -2.7406 0.1021
H -0.2023 -1.9267 1.3361
*
```

=====

Record 2
Density functional theory data (ωB97M-V/def2-TZVPD) for one molecule with the formula C7H14N2O4S.

## Properties
Lowest unoccupied orbital energy = 0.21 eV
Energy above the lowest of the compared OMol25 structures with the same formula, charge and spin = 351.1 kJ/mol
Molecular weight = 222.3 g/mol
E_HOMO = -0.347 Ha
SMILES string = C[C@@H](O)[C@H](NC(=O)[C@@H](N)CS)C(=O)O
Frontier orbital gap = 0.3545 Ha

The geometry in ORCA input format:
```
! wB97M-V def2-TZVPD RIJCOSX def2/J DEFGRID3
* xyz 0 1
C 0.3029 2.1495 1.5226
C -0.6851 2.3686 0.3195
O -0.8314 3.7697 -0.2706
C -0.1393 1.5206 -0.8275
N 0.1119 0.0692 -0.6597
C -0.7311 -0.9039 -0.4878
O -1.9055 -0.6835 -0.5560
C -0.2090 -2.3566 -0.5172
N 1.2340 -2.5087 -0.1167
C -1.1296 -3.2454 0.4628
S -0.6371 -5.0526 0.7306
C 1.1837 2.0529 -1.2863
O 2.2746 1.3735 -1.1041
O 1.3526 3.3128 -1.9599
H 0.6408 0.9583 1.5546
H -0.0953 2.6225 2.5125
H 1.1827 2.6641 1.1707
H -1.7197 1.9841 0.5492
H -0.8957 4.3471 0.6639
H -0.8366 1.5696 -1.7846
H 1.1373 -0.1954 -0.8792
H -0.2087 -2.7015 -1.5432
H 1.3324 -2.7570 0.9739
H 1.5663 -3.4543 -0.5172
H -2.1907 -3.2987 0.0910
H -1.0745 -2.6789 1.5085
H 0.2495 -4.8666 1.7865
H 0.7203 3.9405 -1.3364
*
```

=====

Record 3
Density functional theory data (ωB97M-V/def2-TZVPD) for an isolated ion of composition C7H14N3 and charge +1.

## Properties
Lowest unoccupied orbital energy = -3.03 eV
Energy above the lowest of the compared OMol25 structures with the same formula, charge and spin = 540.4 kJ/mol
Molecular weight = 140.2 g/mol
E_HOMO = -0.475 Ha
Frontier orbital gap = 0.3640 Ha

The geometry in ORCA input format:
```
! wB97M-V def2-TZVPD RIJCOSX def2/J DEFGRID3
* xyz 1 1
C 0.9299 0.2124 -1.0185
C 2.3480 0.3706 -0.5165
C 0.2219 1.6093 -0.9368
C -0.4585 1.5457 0.3547
C -1.1924 0.1880 0.3253
C -1.7031 -0.3870 1.6278
C -0.7560 -1.6471 -1.3954
N 3.4631 0.0360 1.4891
N 2.8149 0.0200 0.5229
N -0.1683 -0.8020 -0.2846
H 0.8172 -0.2230 -1.9719
H 0.8751 2.4137 -0.9927
H -0.5186 1.6459 -1.7891
H 0.1753 1.4563 1.1990
H -1.1494 2.4819 0.5357
H -1.9588 0.2745 -0.5028
H -0.9869 -0.3487 2.4363
H -1.7932 -1.4058 1.5430
H -2.6046 0.0711 1.7539
H 0.0673 -2.2776 -1.6844
H -1.4668 -2.2346 -0.9479
H -1.1574 -1.1003 -2.2151
H 4.0655 -0.6556 1.8598
H 0.1356 -1.2436 0.6082
*
```

=====

Record 4
Density functional theory data (ωB97M-V/def2-TZVPD) for an isolated ion of composition C7H14N5 and charge +1.

## Properties
Lowest unoccupied orbital energy = -2.71 eV
Energy above the lowest of the compared OMol25 structures with the same formula, charge and spin = 90.5 kJ/mol
Molecular weight = 168.2 g/mol
E_HOMO = -0.477 Ha
SMILES string = [H]/N=C/[C@H](/C=N/C1CC1)[NH+]=C(N)N
Frontier orbital gap = 0.3776 Ha

The geometry in ORCA input format:
```
! wB97M-V def2-TZVPD RIJCOSX def2/J DEFGRID3
* xyz 1 1
H -4.2741 2.2011 -0.0012
N -3.5581 1.5795 -0.1852
C -2.3571 1.9600 0.0751
C -1.3075 0.8892 0.2265
C 0.1039 1.4241 -0.2445
N 1.0390 0.7710 0.1493
C 2.3677 1.0056 -0.0559
C 3.2622 0.2007 0.9220
C 3.1140 -0.3084 -0.4461
N -1.7439 -0.3817 -0.3735
C -1.2630 -1.6127 -0.1725
N -2.0350 -2.6479 -0.6098
N -0.0645 -1.8393 0.4327
H -2.1083 3.0174 0.4083
H -1.1247 0.8392 1.3402
H 0.2279 2.3403 -0.7965
H 2.6731 1.9666 -0.4394
H 2.6836 -0.2571 1.6597
H 4.0446 0.6249 1.3694
H 3.8950 -0.1696 -1.1691
H 2.5750 -1.3817 -0.5966
H -2.6257 -0.3353 -0.9136
H -1.7170 -3.4939 -0.2444
H -2.7033 -2.5320 -1.4185
H 0.2892 -2.7733 0.4780
H 0.6070 -1.0866 0.6057
*
```

=====

Record 5
Density functional theory data (ωB97M-V/def2-TZVPD) for C7H14NNbO3P as an isolated structure.

## Properties
Lowest unoccupied orbital energy = 1.62 eV
Molecular weight = 284.1 g/mol
E_HOMO = -0.180 Ha
Frontier orbital gap = 0.2393 Ha

The geometry in ORCA input format:
```
! wB97M-V def2-TZVPD RIJCOSX def2/J DEFGRID3
* xyz -1 1
N -0.0924 2.3470 0.1425
P -0.6568 2.1674 -1.3635
O -0.0466 3.5388 -2.2509
O -2.3906 2.1775 -1.3338
Nb 0.2072 0.0733 -2.5555
C -1.0339 -1.3790 -1.3066
O -1.4886 -0.8703 -0.0160
C -0.5327 -1.0253 1.0106
C 0.9351 -1.4899 0.8591
C 1.9125 -1.6018 2.0865
C 1.4480 -1.2085 3.5285
C -0.0281 -0.7286 3.6828
C -0.9937 -0.6417 2.4706
H 0.5066 1.5329 0.3523
H 0.8877 3.5950 -1.9213
H -2.6605 3.1324 -1.3922
H -1.1920 0.1841 -3.7393
H 1.1775 1.1201 -3.6935
H 1.6127 0.0729 -1.3993
H 0.9035 -1.3653 -3.4756
H -1.9961 -1.5887 -1.9213
H -0.4945 -2.3990 -1.2484
H 1.3508 -1.7720 -0.1705
H 2.9995 -1.9353 1.9635
H 2.1669 -1.2591 4.4063
H -0.4291 -0.4140 4.6995
H -2.0725 -0.2627 2.5852
*
```

=====

Record 6
Density functional theory data (ωB97M-V/def2-TZVPD) for an isolated ion of composition C7H14NO and charge +1.

## Properties
Lowest unoccupied orbital energy = -2.86 eV
Energy above the lowest of the compared OMol25 structures with the same formula, charge and spin = 313.9 kJ/mol
Molecular weight = 128.2 g/mol
E_HOMO = -0.467 Ha
SMILES string = C[NH+](C)[C@@]1(C)CC=CO1
Frontier orbital gap = 0.3616 Ha

The geometry in ORCA input format:
```
! wB97M-V def2-TZVPD RIJCOSX def2/J DEFGRID3
* xyz 1 1
C 0.4687 1.7507 -0.5926
N 0.7708 0.2472 -0.6339
C 2.0162 0.1305 0.2243
C -0.4517 -0.4711 -0.2025
C -0.2777 -1.9902 -0.6259
C -1.0394 -0.3222 1.1637
C -2.3450 0.2940 0.8728
C -2.6339 0.2955 -0.4185
O -1.5679 0.1529 -1.2599
H -0.5044 1.7640 -0.9232
H 0.5472 2.0069 0.4396
H 1.0027 2.2808 -1.2812
H 0.9332 0.0091 -1.6122
H 2.7499 0.8520 -0.1441
H 1.8037 0.4708 1.2051
H 2.5145 -0.8736 0.2568
H -0.0228 -2.1718 -1.5927
H -1.1614 -2.4134 -0.3000
H 0.5241 -2.4476 0.0042
H -0.3982 0.4117 1.8179
H -1.1466 -1.3544 1.4705
H -3.1499 0.4256 1.5169
H -3.5539 0.5657 -0.9691
*
```

=====

- Which of these has the lowest E_HOMO?
  C7H14N2O2

=====

- What is the formula in the fourth record?
  C7H14N5